1.
{
  "formula": "C24H54F3KN6O8P2",
  "method": "ωB97M-V/def2-TZVPD",
  "species": ["K", "C", "O", "O", "C", "F", "F", "F", "C", "C", "H", "H", "H", "H", "H", "H", "O", "P", "N", "C", "C", "N", "C", "C", "N", "C", "C", "H", "H", "H", "H", "H", "H", "H", "H", "H", "H", "H", "H", "H", "H", "H", "H", "H", "H", "O", "P", "N", "C", "C", "N", "C", "C", "N", "C", "C", "H", "H", "H", "H", "H", "H", "H", "H", "H", "H", "H", "H", "H", "H", "H", "H", "H", "H", "O", "C", "O", "C", "C", "C", "H", "H", "H", "H", "H", "H", "O", "C", "O", "C", "C", "C", "H", "H", "H", "H", "H", "H"],
  "coordinates": [[5.98843, -8.98013, 1.39081], [8.52078, -11.93049, 0.46714], [9.37337, -12.70803, 1.30486], [8.16773, -10.75243, 1.14535], [9.18413, -11.82755, -0.96281], [8.65695, -10.84504, -1.61538], [10.58864, -11.52061, -0.90223], [8.89974, -12.94987, -1.62387], [9.09631, -14.04106, 1.66261], [10.48199, -14.63904, 1.91082], [10.99194, -13.95032, 2.58441], [10.43681, -15.63782, 2.34498], [11.03256, -14.72439, 0.97397], [8.55754, -14.74017, 1.02302], [8.60578, -14.16142, 2.62852], [7.62251, -12.54453, 0.40269], [16.37733, -15.51822, 4.19327], [15.34253, -16.53023, 4.53384], [14.12189, -16.78451, 3.33541], [14.25107, -16.30574, 1.90874], [12.94178, -17.80564, 3.52754], [14.37435, -16.12275, 5.85457], [15.03073, -16.05830, 7.15733], [13.23375, -15.17325, 5.69487], [16.03440, -18.08679, 4.82813], [15.26726, -19.13904, 5.62264], [17.08987, -18.54396, 3.92870], [13.40343, -15.78322, 1.46538], [14.55712, -17.09958, 1.22738], [15.02103, -15.53760, 1.83654], [11.96137, -17.41277, 3.25819], [12.72999, -18.06086, 4.56586], [13.10144, -18.72753, 2.96832], [14.58950, -16.88871, 7.70856], [16.08841, -16.31746, 7.20461], [15.00633, -15.05449, 7.58144], [12.41816, -15.52245, 6.32810], [13.58351, -14.16533, 5.91815], [12.72523, -15.20586, 4.73132], [14.36124, -18.80372, 6.12740], [15.17460, -19.93828, 4.88729], [15.85953, -19.46805, 6.47649], [17.89589, -17.81708, 3.82837], [16.67641, -18.73440, 2.93831], [17.60235, -19.37707, 4.40972], [12.68855, -10.12498, 0.77365], [14.17043, -10.33460, 0.83659], [15.15659, -8.89005, 0.51031], [14.70250, -7.74556, 1.31203], [15.32492, -8.61141, -0.99427], [14.70752, -11.44124, -0.31464], [13.67460, -12.34769, -0.98419], [16.11743, -11.96815, -0.44177], [14.68456, -11.17107, 2.24196], [15.63658, -10.59064, 3.20465], [14.19757, -12.51535, 2.53141], [15.50041, -7.01333, 1.43570], [14.54916, -8.10451, 2.32974], [13.81895, -7.22419, 0.94378], [16.21495, -9.20365, -1.20688], [15.50754, -7.55251, -1.17721], [14.48198, -9.08231, -1.50005], [14.01484, -13.35169, -1.23780], [12.85376, -12.53712, -0.29251], [13.20501, -11.88854, -1.85412], [16.68208, -11.22761, -1.00822], [16.60641, -12.18252, 0.50852], [16.21700, -12.86490, -1.05334], [16.10287, -9.71305, 2.75687], [15.20389, -10.30529, 4.16353], [16.33017, -11.29525, 3.66351], [13.26386, -12.63659, 1.98224], [13.94139, -12.54067, 3.59057], [14.92521, -13.28882, 2.28569], [10.31193, -7.35101, -2.35357], [9.20556, -7.26503, -2.84959], [8.66149, -6.08388, -3.06924], [7.52643, -6.22903, -3.90755], [7.28926, -7.71607, -4.11097], [8.36749, -8.41543, -3.26000], [7.77828, -5.73494, -4.84593], [6.56148, -5.94746, -3.48602], [7.40947, -8.07484, -5.13319], [6.32354, -7.96042, -3.66849], [8.93886, -9.10407, -3.88241], [7.96285, -8.95673, -2.40480], [7.15668, -16.50707, 3.21677], [6.12036, -15.94719, 2.78948], [5.15946, -15.38824, 3.59207], [4.08772, -14.82894, 2.73728], [4.41399, -15.30170, 1.29903], [5.84576, -15.65321, 1.36202], [4.02721, -13.74422, 2.82571], [3.12934, -15.25162, 3.03884], [4.24888, -14.58432, 0.49516], [3.89767, -16.15176, 0.85304], [6.40278, -14.87648, 0.83809], [5.99938, -16.55150, 0.76404]],
  "forces_ev_per_angstrom": [[0.585, -0.471, -0.075], [-1.258, 2.252, 3.046], [0.586, -0.627, -0.376], [0.566, -1.733, -2.361], [1.512, 0.754, 3.483], [-0.688, 1.342, -1.464], [-2.582, -1.418, -0.546], [1.015, -0.641, -0.719], [1.328, -0.552, 0.858], [-0.072, -0.096, -0.194], [0.241, -0.146, -0.019], [-0.133, -0.052, 0.190], [0.135, 0.188, -0.052], [-0.187, 0.641, -0.928], [-0.553, 0.665, 0.221], [-0.494, -0.397, -1.024], [-0.495, -0.855, -0.388], [-1.091, -0.639, -0.797], [-1.386, -0.522, -0.675], [0.766, 0.115, 0.997], [1.303, 1.275, 0.202], [0.564, -0.172, -1.281], [0.031, -0.793, -0.046], [0.238, -0.983, 0.125], [-1.543, 1.580, 1.883], [1.752, 0.846, -1.052], [-0.121, 0.385, 0.725], [-0.664, -0.366, 0.571], [-0.115, -0.284, 0.045], [0.316, -0.185, 0.413], [0.295, 0.593, -0.688], [0.847, 0.051, 0.204], [0.235, 0.047, -0.076], [-0.343, 0.646, 1.055], [0.203, 0.014, -0.932], [-0.585, -0.171, 0.319], [0.171, 0.381, 0.699], [-0.352, 0.079, 0.081], [0.826, -0.012, -0.356], [-0.226, 0.281, -0.924], [-0.751, -0.422, 0.542], [0.508, -0.246, -0.175], [-0.343, 0.434, -0.011], [0.235, -0.539, -0.155], [-0.322, -0.476, -0.372], [1.986, -0.127, 0.028], [-0.368, -0.746, -0.423], [-1.011, -0.953, 0.093], [0.502, -0.225, 0.322], [0.171, -1.648, 2.158], [-0.025, -2.279, -1.714], [-0.334, 0.989, 1.038], [-0.864, 1.235, -0.075], [1.411, 1.928, 0.429], [-0.748, -0.144, 0.246], [-0.522, 1.102, -0.261], [0.240, 0.091, -0.354], [-0.468, 0.069, 0.025], [-0.211, -0.247, -0.047], [0.047, 0.359, -0.643], [-0.329, -0.158, 0.067], [-0.019, 0.686, -0.438], [0.760, 0.287, -0.023], [-0.114, 0.264, 0.056], [0.247, 0.084, -0.092], [0.415, 0.117, 0.291], [-0.131, 0.238, 0.213], [-0.721, -0.103, 0.103], [0.336, -0.279, 0.151], [-0.993, 0.680, -0.021], [0.695, -0.485, -1.137], [0.019, -0.357, -0.026], [0.045, -0.295, 0.109], [0.051, -0.074, 0.023], [-0.988, 0.222, -0.459], [3.346, -1.224, 1.854], [-1.073, 1.027, -0.120], [-0.590, -0.538, -0.930], [0.183, -1.392, 0.451], [-0.822, 0.213, -0.994], [-0.408, 0.293, 0.102], [0.602, 1.312, 0.347], [-0.500, 0.293, -0.042], [-0.150, -0.204, -0.656], [0.183, -0.019, 0.412], [0.225, 0.226, -0.037], [-3.691, 1.527, -0.841], [3.873, -0.281, 1.766], [-0.211, -0.277, -1.293], [-0.222, -0.925, -0.550], [-1.008, 0.545, -0.837], [0.280, -0.838, -1.489], [0.427, -0.099, 0.143], [0.178, 0.020, 0.416], [-0.094, 0.673, 0.512], [-0.709, -0.283, 1.074], [0.711, 0.049, 0.918], [0.436, -0.100, 0.182]],
  "charge": -1,
  "spin_multiplicity": 2,
  "orbital_gap_ev": [2.9117, 6.6590],
  "homo_ev": [-0.77, -4.52],
  "lumo_energy_ev": [2.1, 2.1]
}

***

2.
{
  "formula": "C18H45BF3GaN2O5P",
  "method": "ωB97M-V/def2-TZVPD",
  "species": ["C", "C", "P", "C", "C", "Ga", "B", "C", "O", "C", "F", "F", "F", "H", "H", "H", "H", "H", "H", "H", "H", "H", "H", "H", "H", "H", "H", "H", "C", "O", "C", "C", "N", "C", "C", "O", "C", "H", "H", "H", "H", "H", "H", "H", "H", "H", "H", "H", "H", "H", "H", "H", "C", "O", "C", "C", "N", "C", "C", "O", "C", "H", "H", "H", "H", "H", "H", "H", "H", "H", "H", "H", "H", "H", "H", "H"],
  "coordinates": [[1.08161, 2.39792, 5.91899], [0.62590, 1.10840, 5.23818], [1.32349, 1.03073, 3.51582], [0.59312, -0.53853, 2.82033], [-0.14314, -0.32782, 1.48900], [3.67891, 0.75001, 3.64285], [4.35775, -1.22497, 4.09689], [5.38855, -1.54462, 5.25424], [3.96574, -2.34640, 3.36183], [4.31110, 1.24408, 1.72377], [5.27187, 0.39727, 1.20438], [3.30892, 1.21737, 0.77770], [4.86746, 2.49356, 1.58543], [2.17008, 2.46733, 5.93819], [0.71818, 3.26412, 5.36238], [0.70802, 2.46085, 6.94486], [-0.46213, 1.13381, 5.12365], [0.88491, 0.24462, 5.86038], [1.39326, -1.26729, 2.65323], [-0.08018, -0.98564, 3.55894], [-0.53472, 0.69045, 1.43980], [-0.97089, -1.02982, 1.35523], [0.55145, -0.43342, 0.65739], [4.25738, 1.85730, 4.64462], [6.39966, -1.64352, 4.83682], [5.42712, -0.74221, 5.99273], [5.15160, -2.49221, 5.75077], [3.02713, -2.32113, 3.16291], [-0.07164, -2.67350, -6.13608], [-0.25752, -3.82025, -5.33703], [0.86330, -4.69276, -5.26933], [1.51678, -4.66259, -3.90497], [2.18353, -3.39517, -3.66668], [2.68101, -3.19944, -2.30787], [1.67034, -3.19939, -1.16769], [0.79918, -2.08798, -1.16914], [-0.34297, -2.17781, -1.98631], [-1.04522, -2.19845, -6.24617], [0.61954, -1.95260, -5.68576], [0.30708, -2.93647, -7.12985], [1.59269, -4.43513, -6.04453], [0.49956, -5.70534, -5.46523], [2.26197, -5.46464, -3.86248], [0.74252, -4.89572, -3.15998], [1.55220, -2.63900, -3.89674], [3.20242, -2.24061, -2.28136], [3.42987, -3.97192, -2.10138], [2.23625, -3.12949, -0.23579], [1.09066, -4.13150, -1.12409], [-0.71483, -3.20656, -2.05163], [-0.16564, -1.80845, -3.00297], [-1.11228, -1.55170, -1.53050], [-4.25108, 0.25705, -0.77590], [-3.07123, 1.02410, -0.79331], [-2.74795, 1.61984, -2.04072], [-2.90203, 3.12323, -1.97765], [-4.29926, 3.50668, -1.84257], [-4.52416, 4.91569, -1.54992], [-3.93827, 5.49325, -0.26475], [-4.53348, 4.99910, 0.91901], [-3.99431, 3.78408, 1.41060], [-4.25917, -0.29249, 0.16419], [-5.15833, 0.87205, -0.82906], [-4.27603, -0.46093, -1.60345], [-3.36524, 1.19371, -2.83918], [-1.70101, 1.38896, -2.25529], [-2.49954, 3.55899, -2.89821], [-2.27700, 3.47631, -1.14702], [-4.72037, 2.94809, -1.11131], [-5.60507, 5.07576, -1.51835], [-4.14043, 5.50684, -2.38956], [-4.13826, 6.56815, -0.27466], [-2.84972, 5.37029, -0.21623], [-2.92157, 3.70900, 1.21289], [-4.48765, 2.90579, 0.98410], [-4.14978, 3.77268, 2.48860]],
  "forces_ev_per_angstrom": [[-0.019, -0.006, -0.013], [0.121, -0.083, 0.014], [-0.138, 0.630, -0.436], [0.041, -0.289, 0.020], [0.113, 0.305, 0.098], [0.005, -0.240, 0.393], [-0.103, 0.029, -0.170], [0.190, 0.033, -0.103], [-0.118, -0.368, 0.797], [-0.071, 0.043, -0.158], [-0.065, 0.077, 0.068], [0.117, -0.027, 0.037], [-0.052, -0.110, -0.001], [0.007, -0.038, 0.047], [-0.012, 0.014, 0.021], [0.012, 0.028, -0.008], [-0.014, -0.131, 0.089], [-0.009, -0.014, -0.044], [-0.087, -0.068, 0.065], [0.040, 0.093, 0.064], [-0.153, -0.063, 0.030], [0.072, -0.063, -0.072], [-0.083, -0.042, -0.062], [-0.003, 0.042, -0.046], [-0.014, 0.002, -0.005], [0.035, -0.024, 0.007], [0.008, -0.002, -0.025], [0.107, 0.318, -0.602], [-0.021, 0.000, -0.027], [0.012, 0.027, 0.016], [0.030, -0.083, -0.030], [0.003, 0.043, 0.029], [-0.112, 0.051, -0.025], [0.087, 0.020, -0.038], [0.044, -0.035, 0.090], [0.059, 0.029, -0.104], [-0.064, 0.011, 0.085], [0.003, 0.008, 0.008], [0.023, -0.019, -0.011], [-0.011, 0.006, -0.003], [0.015, 0.016, 0.028], [-0.015, 0.010, -0.016], [-0.003, 0.002, 0.031], [0.001, -0.037, -0.020], [0.000, 0.003, 0.035], [0.018, -0.013, 0.007], [-0.021, -0.017, -0.003], [-0.026, 0.010, 0.012], [-0.009, 0.011, -0.066], [-0.004, 0.006, -0.008], [0.012, -0.042, -0.008], [-0.002, -0.005, -0.001], [0.023, -0.067, 0.001], [-0.046, 0.012, 0.027], [0.106, -0.016, -0.053], [-0.014, 0.026, 0.028], [0.002, -0.056, 0.096], [-0.069, 0.005, -0.050], [0.021, 0.086, 0.001], [-0.041, -0.067, -0.054], [0.026, 0.039, 0.067], [-0.005, 0.004, 0.001], [0.009, 0.003, -0.039], [-0.002, -0.006, 0.009], [-0.033, 0.061, 0.001], [-0.008, -0.053, 0.021], [-0.018, 0.018, 0.003], [0.046, -0.008, -0.035], [0.002, 0.019, 0.010], [0.005, 0.020, -0.017], [0.024, -0.012, 0.007], [0.010, 0.001, 0.029], [-0.010, -0.052, -0.020], [0.000, -0.005, 0.008], [0.027, 0.002, -0.027], [0.000, -0.001, -0.001]],
  "charge": -1,
  "orbital_gap_ev": 5.7249,
  "homo_ev": -3.48,
  "lumo_energy_ev": 2.2
}

***

Number 1: total energy -94138.5870 eV. Number 2: total energy -103106.5690 eV.